(1)
Density functional theory data (the ωB97M-V functional and the def2-TZVPD basis) for 7 unconnected molecules or ions with the total composition C58H124N7O7.

Last column: Löwdin charge in e.
Positions of all 196 atoms, in Å:
C1 -16.47 -9.66 -29.41  0.027
C2 -17.75 -9.58 -30.28  -0.392
C3 -18.36 -8.13 -30.46  -0.102
C4 -17.51 -7.28 -31.42  -0.128
C5 -17.47 -7.93 -32.86  -0.063
C6 -16.87 -9.40 -32.83  -0.412
N1 -17.45 -10.19 -31.68  0.153
O1 -17.09 -11.55 -31.64  0.069
C7 -15.33 -9.37 -32.62  0.030
C8 -17.20 -10.17 -34.14  -0.021
C9 -18.84 -10.45 -29.63  -0.043
H1 -15.72 -9.06 -29.94  0.081
H2 -16.18 -10.70 -29.26  0.082
H3 -16.50 -9.29 -28.39  0.127
H4 -18.43 -7.60 -29.51  0.148
H5 -19.38 -8.20 -30.83  0.123
H6 -16.50 -7.08 -31.06  0.121
H7 -18.01 -6.31 -31.49  0.137
H8 -16.89 -7.41 -33.62  0.145
H9 -18.50 -7.99 -33.20  0.119
H10 -14.85 -8.92 -33.49  0.125
H11 -14.87 -10.34 -32.44  0.096
H12 -15.04 -8.71 -31.80  0.086
H13 -17.02 -11.23 -34.31  0.063
H14 -16.56 -9.82 -34.96  0.111
H15 -18.24 -9.98 -34.41  0.088
H16 -19.08 -10.15 -28.61  0.116
H17 -18.55 -11.49 -29.48  0.057
H18 -19.80 -10.56 -30.14  0.074
C10 -18.62 -21.63 -31.61  -0.040
C11 -17.84 -21.54 -30.26  -0.419
C12 -17.61 -20.03 -29.93  -0.131
C13 -17.22 -19.90 -28.49  -0.176
C14 -18.23 -20.53 -27.50  -0.119
C15 -18.30 -22.06 -27.66  -0.375
N2 -18.60 -22.25 -29.19  0.123
O2 -19.59 -23.15 -29.48  0.200
C16 -19.55 -22.54 -26.79  0.007
C17 -16.96 -22.71 -27.24  0.020
C18 -16.52 -22.27 -30.51  0.015
H19 -18.14 -21.00 -32.36  0.087
H20 -19.57 -21.11 -31.56  0.064
H21 -18.88 -22.59 -32.06  0.096
H22 -18.44 -19.38 -30.22  0.096
H23 -16.80 -19.68 -30.56  0.123
H24 -17.07 -18.89 -28.11  0.110
H25 -16.25 -20.39 -28.41  0.113
H26 -19.26 -20.17 -27.63  0.113
H27 -17.90 -20.27 -26.49  0.148
H28 -19.81 -23.59 -26.91  0.099
H29 -20.47 -21.98 -26.91  0.089
H30 -19.29 -22.52 -25.73  0.110
H31 -16.95 -23.58 -27.90  0.105
H32 -16.92 -22.89 -26.17  0.125
H33 -15.99 -22.27 -27.44  0.090
H34 -15.85 -22.32 -29.65  0.086
H35 -15.90 -21.84 -31.30  0.116
H36 -16.69 -23.32 -30.78  0.120
C19 -27.45 -10.85 -32.03  0.045
C20 -26.12 -11.56 -31.91  -0.383
C21 -26.09 -12.54 -30.68  -0.078
C22 -25.12 -13.63 -30.74  -0.188
C23 -25.17 -14.41 -32.07  -0.084
C24 -25.07 -13.53 -33.41  -0.305
N3 -26.02 -12.35 -33.22  0.217
O3 -26.26 -11.64 -34.39  0.433
C25 -25.54 -14.46 -34.57  0.018
C26 -23.51 -13.03 -33.44  0.069
C27 -24.91 -10.65 -31.84  0.049
H37 -27.79 -10.30 -31.15  0.149
H38 -28.13 -11.69 -32.14  0.122
H39 -27.61 -10.22 -32.90  0.130
H40 -27.07 -12.94 -30.43  0.162
H41 -25.89 -11.94 -29.79  0.159
H42 -25.10 -14.29 -29.88  0.126
H43 -24.08 -13.33 -30.61  0.089
H44 -26.10 -14.98 -32.03  0.146
H45 -24.43 -15.21 -31.98  0.133
H46 -24.96 -15.38 -34.54  0.111
H47 -25.38 -14.08 -35.58  0.108
H48 -26.61 -14.64 -34.58  0.121
H49 -23.08 -12.92 -32.44  0.048
H50 -23.36 -12.13 -34.04  0.108
H51 -22.93 -13.86 -33.86  0.097
H52 -24.55 -10.06 -32.69  0.124
H53 -23.95 -11.13 -31.63  0.084
H54 -25.07 -9.95 -31.03  0.148
C28 -22.92 -21.73 -32.42  -0.014
C29 -23.01 -22.32 -33.84  -0.442
C30 -24.37 -21.84 -34.38  -0.110
C31 -24.42 -21.58 -35.88  -0.174
C32 -23.26 -20.74 -36.32  -0.130
C33 -21.89 -21.41 -36.06  -0.448
N4 -21.82 -21.80 -34.58  0.144
O4 -20.55 -21.80 -34.00  0.123
C34 -20.91 -20.27 -36.35  -0.044
C35 -21.59 -22.59 -36.94  0.024
C36 -22.84 -23.81 -33.87  0.036
H55 -23.75 -22.13 -31.83  0.117
H56 -23.05 -20.65 -32.26  0.084
H57 -21.98 -22.01 -31.94  0.069
H58 -24.74 -20.91 -33.96  0.121
H59 -25.19 -22.52 -34.12  0.151
H60 -25.37 -21.26 -36.30  0.143
H61 -24.45 -22.57 -36.36  0.128
H62 -23.33 -19.84 -35.71  0.123
H63 -23.44 -20.53 -37.37  0.153
H64 -19.89 -20.66 -36.30  0.094
H65 -21.07 -19.62 -35.49  0.073
H66 -21.12 -19.76 -37.29  0.113
H67 -22.40 -23.30 -37.12  0.107
H68 -20.64 -23.06 -36.69  0.118
H69 -21.50 -22.19 -37.95  0.124
H70 -22.73 -24.12 -34.91  0.102
H71 -23.72 -24.37 -33.54  0.132
H72 -21.98 -24.17 -33.30  0.113
C37 -17.66 -13.71 -36.91  0.017
C38 -18.81 -14.43 -36.22  -0.420
C39 -19.59 -15.17 -37.34  -0.130
C40 -19.05 -16.54 -37.73  -0.139
C41 -18.84 -17.44 -36.51  -0.163
C42 -17.94 -16.88 -35.44  -0.405
N5 -18.35 -15.43 -35.16  0.173
O5 -17.74 -14.85 -34.02  0.112
C43 -16.45 -16.95 -35.95  0.066
C44 -18.18 -17.75 -34.13  0.001
C45 -19.78 -13.44 -35.52  -0.007
H73 -17.08 -13.03 -36.28  0.092
H74 -18.09 -13.03 -37.64  0.127
H75 -16.90 -14.28 -37.45  0.103
H76 -19.80 -14.59 -38.24  0.150
H77 -20.64 -15.36 -37.14  0.122
H78 -18.10 -16.40 -38.24  0.130
H79 -19.76 -17.08 -38.35  0.139
H80 -18.56 -18.45 -36.82  0.139
H81 -19.83 -17.50 -36.06  0.109
H82 -16.39 -16.10 -36.63  0.078
H83 -16.27 -17.90 -36.45  0.128
H84 -15.72 -16.82 -35.15  0.090
H85 -19.17 -17.69 -33.67  0.080
H86 -17.48 -17.46 -33.35  0.052
H87 -17.95 -18.79 -34.35  0.100
H88 -20.33 -12.89 -36.29  0.115
H89 -19.30 -12.76 -34.82  0.074
H90 -20.45 -14.08 -34.95  0.069
C46 -18.24 -15.97 -30.10  -0.030
C47 -19.80 -16.41 -29.95  -0.123
N6 -20.66 -15.68 -28.92  -0.244
C48 -20.17 -16.00 -27.55  0.015
C49 -20.51 -14.13 -29.29  -0.088
C50 -20.97 -13.76 -30.72  -0.040
C51 -22.11 -16.23 -29.04  -0.059
C52 -23.16 -15.71 -28.01  -0.152
O6 -23.37 -14.27 -28.13  -0.246
C53 -24.37 -13.85 -27.14  -0.040
H91 -17.60 -16.10 -29.23  0.070
H92 -18.08 -14.94 -30.42  0.058
H93 -17.84 -16.47 -30.98  0.054
H94 -19.82 -17.48 -29.71  0.115
H95 -20.33 -16.18 -30.87  0.100
H96 -20.46 -16.97 -27.14  0.125
H97 -20.56 -15.32 -26.79  0.125
H98 -19.09 -15.88 -27.56  0.104
H99 -19.48 -13.89 -29.02  0.111
H100 -20.97 -13.59 -28.47  0.127
H101 -22.02 -14.00 -30.92  0.042
H102 -20.40 -14.28 -31.49  0.068
H103 -20.81 -12.71 -30.97  0.080
H104 -22.03 -17.30 -28.85  0.141
H105 -22.43 -15.98 -30.05  0.111
H106 -22.83 -15.98 -27.01  0.132
H107 -24.07 -16.22 -28.31  0.139
H108 -23.85 -13.95 -26.19  0.108
H109 -25.31 -14.38 -27.23  0.103
H110 -24.64 -12.80 -27.24  0.096
C54 -12.25 -14.71 -30.70  0.040
N7 -13.60 -15.03 -30.01  -0.296
C55 -13.41 -15.29 -28.50  0.039
C56 -14.58 -13.80 -30.22  0.040
C57 -14.14 -16.38 -30.57  -0.070
C58 -14.40 -16.35 -32.13  -0.175
O7 -15.70 -15.80 -32.41  -0.116
H111 -11.64 -15.61 -30.81  0.125
H112 -11.73 -14.01 -30.05  0.118
H113 -12.32 -14.25 -31.68  0.107
H114 -12.83 -16.20 -28.35  0.121
H115 -14.34 -15.32 -27.92  0.107
H116 -12.85 -14.40 -28.22  0.113
H117 -15.54 -13.96 -29.72  0.089
H118 -14.70 -13.68 -31.30  0.080
H119 -14.16 -12.89 -29.81  0.110
H120 -15.05 -16.69 -30.04  0.117
H121 -13.36 -17.11 -30.39  0.136
H122 -14.25 -17.33 -32.58  0.132
H123 -13.64 -15.75 -32.62  0.118
H124 -15.55 -14.99 -32.91  0.066

As for the charge: +8. The value obtained for the HOMO-LUMO gap (alpha / beta) is 2.66 / 2.71 eV. The HOMO energy (alpha / beta) comes out at -25.1 / -25.1 eV. The LUMO energy (alpha / beta) comes out at -22.402 / -22.351 eV. The spin multiplicity is 2. The total energy is -86797.5057 eV. Its expectation value of S² is 0.848.



(2)
Density functional theory data (the ωB97M-V functional and the def2-TZVPD basis) for a molecular structure, C58H132BF22N10O21S6.

Last column: Löwdin charge in e.
Positions of all 250 atoms, in Å:
B1 -1.70 2.47 -2.02  -1.363
F1 -1.82 3.59 -1.33  0.210
F2 -1.11 2.75 -3.30  0.067
F3 -0.98 1.46 -1.35  0.091
F4 -2.96 1.92 -2.18  0.132
C1 -0.67 -0.89 2.95  -0.043
C2 -1.79 -0.27 2.17  -0.187
N1 -2.41 -1.04 1.04  -0.243
C3 -2.85 -2.37 1.57  0.035
C4 -3.60 -0.26 0.47  -0.123
C5 -4.80 0.13 1.39  -0.032
C6 -1.42 -1.12 -0.05  -0.124
C7 -1.98 -1.43 -1.40  -0.183
O1 -2.81 -2.54 -1.30  -0.220
C8 -3.67 -2.78 -2.34  -0.099
H1 -1.01 -1.77 3.44  0.065
H2 -0.33 -0.10 3.62  0.084
H3 0.31 -1.04 2.43  0.084
H4 -1.40 0.66 1.67  0.120
H5 -2.53 0.13 2.84  0.097
H6 -3.48 -2.16 2.43  0.113
H7 -1.90 -2.91 1.85  0.121
H8 -3.43 -2.97 0.89  0.098
H9 -4.01 -0.98 -0.24  0.112
H10 -3.12 0.62 -0.02  0.117
H11 -5.47 -0.70 1.62  0.074
H12 -5.37 0.82 0.68  0.119
H13 -4.52 0.69 2.25  0.029
H14 -0.72 -1.80 0.37  0.087
H15 -0.83 -0.21 -0.05  0.119
H16 -1.12 -1.68 -2.09  0.158
H17 -2.47 -0.55 -1.82  0.118
H18 -3.92 -3.87 -2.29  0.096
H19 -3.11 -2.53 -3.25  0.087
H20 -4.55 -2.13 -2.29  0.096
C9 -4.21 -7.25 -2.61  -0.052
C10 -2.77 -7.50 -2.33  -0.123
N2 -2.21 -8.74 -3.12  -0.235
C11 -0.87 -9.20 -2.53  0.041
C12 -3.22 -9.89 -3.01  -0.169
C13 -2.77 -11.23 -3.62  -0.032
C14 -2.08 -8.40 -4.57  -0.112
C15 -1.17 -7.24 -4.84  -0.161
O2 -2.03 -6.10 -4.74  -0.212
C16 -1.38 -4.84 -4.94  -0.064
H21 -4.57 -6.33 -2.25  0.068
H22 -4.83 -8.06 -2.17  0.095
H23 -4.38 -7.27 -3.67  0.077
H24 -2.53 -7.73 -1.33  0.117
H25 -2.08 -6.65 -2.64  0.142
H26 -0.33 -8.33 -2.13  0.077
H27 -0.22 -9.62 -3.33  0.130
H28 -1.13 -9.85 -1.70  0.115
H29 -4.18 -9.66 -3.51  0.133
H30 -3.52 -9.87 -1.99  0.117
H31 -3.49 -11.90 -3.21  0.089
H32 -1.80 -11.53 -3.27  0.076
H33 -2.85 -11.20 -4.67  0.071
H34 -3.11 -8.30 -4.94  0.146
H35 -1.82 -9.24 -5.16  0.119
H36 -0.72 -7.27 -5.82  0.137
H37 -0.37 -7.16 -4.06  0.109
H38 -0.47 -4.68 -4.27  0.109
H39 -2.13 -4.08 -4.80  0.069
H40 -1.00 -4.68 -5.91  0.067
C17 -8.44 6.57 6.52  -0.046
C18 -7.75 5.22 6.33  -0.100
N3 -8.24 4.50 5.02  -0.239
C19 -7.83 3.09 5.04  -0.003
C20 -9.78 4.65 4.82  -0.144
C21 -10.60 4.00 5.95  -0.046
C22 -7.55 5.22 3.84  -0.066
C23 -8.05 4.95 2.45  -0.214
O3 -8.34 3.58 2.14  -0.213
C24 -8.78 3.56 0.74  -0.057
H41 -7.86 7.19 7.26  0.117
H42 -9.48 6.56 6.76  0.065
H43 -8.45 7.21 5.63  0.079
H44 -8.05 4.48 7.01  0.093
H45 -6.69 5.28 6.22  0.101
H46 -8.17 2.66 6.02  0.116
H47 -6.72 3.02 5.02  0.118
H48 -8.26 2.44 4.25  0.116
H49 -10.00 4.06 3.95  0.109
H50 -10.04 5.67 4.60  0.122
H51 -11.63 4.38 5.82  0.100
H52 -10.23 4.23 6.96  0.086
H53 -10.57 2.94 5.77  0.074
H54 -6.52 4.88 3.87  0.112
H55 -7.61 6.23 4.18  0.117
H56 -7.29 5.32 1.81  0.120
H57 -8.99 5.51 2.20  0.138
H58 -9.90 3.82 0.67  0.121
H59 -8.70 2.51 0.42  0.091
H60 -8.17 4.18 0.12  0.075
C25 3.23 2.09 3.67  -0.043
C26 2.18 2.97 3.02  -0.114
N4 2.28 2.86 1.45  -0.207
C27 3.60 3.32 0.92  0.001
C28 2.09 1.42 1.02  -0.154
C29 2.11 1.26 -0.52  -0.045
C30 0.98 3.59 0.87  -0.012
C31 1.42 4.85 0.07  -0.173
O4 2.25 5.69 0.90  -0.221
C32 2.28 7.02 0.40  -0.071
H61 2.97 1.93 4.69  0.074
H62 4.31 2.31 3.44  0.110
H63 3.03 1.10 3.24  0.060
H64 2.27 4.03 3.23  0.131
H65 1.17 2.67 3.15  0.087
H66 3.87 4.20 1.48  0.113
H67 3.54 3.42 -0.13  0.072
H68 4.38 2.56 1.09  0.088
H69 1.18 1.05 1.50  0.122
H70 2.99 0.93 1.41  0.104
H71 3.07 1.36 -1.06  0.026
H72 1.29 1.74 -1.17  0.101
H73 1.90 0.14 -0.68  0.090
H74 0.37 3.91 1.71  0.111
H75 0.42 2.93 0.28  0.082
H76 0.54 5.46 -0.12  0.116
H77 1.85 4.55 -0.95  0.137
H78 1.25 7.29 0.13  0.089
H79 2.91 7.08 -0.50  0.085
H80 2.80 7.58 1.19  0.106
C33 2.30 5.67 -3.82  -0.057
C34 0.81 5.65 -4.02  -0.140
N5 0.39 5.08 -5.40  -0.242
C35 0.80 3.71 -5.58  -0.024
C36 -1.23 5.10 -5.45  -0.103
C37 -1.86 6.40 -5.00  -0.063
C38 1.01 5.98 -6.51  -0.048
C39 0.45 5.70 -7.87  -0.264
O5 -0.72 6.35 -8.05  -0.192
C40 -1.35 6.12 -9.29  -0.069
H81 2.48 6.13 -2.86  0.066
H82 2.86 6.22 -4.56  0.075
H83 2.82 4.68 -3.86  0.080
H84 0.40 6.62 -3.97  0.100
H85 0.24 5.04 -3.30  0.130
H86 0.28 3.05 -4.80  0.125
H87 1.89 3.62 -5.58  0.112
H88 0.44 3.41 -6.56  0.090
H89 -1.61 4.20 -4.86  0.140
H90 -1.44 4.99 -6.51  0.104
H91 -2.83 6.49 -5.50  0.095
H92 -1.22 7.26 -5.35  0.098
H93 -2.02 6.53 -3.94  0.076
H94 2.12 5.80 -6.40  0.143
H95 0.82 7.01 -6.20  0.140
H96 0.39 4.60 -8.06  0.137
H97 1.16 6.09 -8.57  0.131
H98 -2.20 6.78 -9.32  0.094
H99 -1.75 5.11 -9.33  0.092
H100 -0.73 6.35 -10.18  0.109
C41 -0.10 -1.73 8.17  -0.077
O6 0.56 -2.97 8.36  -0.213
C42 0.97 -3.13 9.71  -0.179
C43 1.68 -4.46 9.71  -0.036
N6 2.56 -4.47 8.44  0.059
H101 1.98 -4.15 7.69  0.131
H102 3.27 -3.74 8.61  0.195
C44 3.14 -5.75 7.94  -0.084
C45 3.92 -5.54 6.61  -0.189
O7 3.07 -4.78 5.78  -0.202
C46 3.42 -4.68 4.42  -0.075
H103 0.62 -0.93 8.33  0.096
H104 -0.97 -1.58 8.83  0.103
H105 -0.50 -1.77 7.12  0.108
H106 0.09 -3.20 10.34  0.136
H107 1.51 -2.31 10.15  0.128
H108 1.04 -5.28 9.72  0.122
H109 2.32 -4.60 10.52  0.120
H110 2.25 -6.33 7.70  0.138
H111 3.73 -6.27 8.71  0.149
H112 4.28 -6.52 6.28  0.141
H113 4.80 -4.91 6.89  0.138
H114 4.50 -4.47 4.40  0.095
H115 2.89 -3.88 3.90  0.089
H116 3.32 -5.65 3.90  0.104
C47 10.90 -3.12 -6.27  -0.049
O8 9.82 -2.53 -5.53  -0.228
C48 9.39 -1.19 -5.75  -0.162
C49 8.94 -0.76 -4.36  -0.084
N7 8.00 -1.81 -3.88  0.085
H117 8.35 -2.70 -4.26  0.161
H118 8.18 -1.72 -2.90  0.137
C50 6.49 -1.72 -4.22  -0.057
C51 5.79 -2.60 -3.28  -0.242
O9 6.15 -3.94 -3.53  -0.150
C52 5.54 -4.84 -2.62  -0.094
H119 11.20 -3.97 -5.74  0.073
H120 11.81 -2.49 -6.37  0.102
H121 10.54 -3.30 -7.30  0.102
H122 8.64 -1.26 -6.47  0.113
H123 10.20 -0.53 -6.08  0.143
H124 8.39 0.17 -4.32  0.116
H125 9.78 -0.84 -3.68  0.143
H126 6.33 -2.09 -5.21  0.143
H127 6.18 -0.69 -4.05  0.101
H128 4.72 -2.34 -3.36  0.149
H129 6.00 -2.35 -2.23  0.127
H130 4.46 -4.91 -2.74  0.067
H131 5.63 -4.48 -1.55  0.102
H132 5.95 -5.83 -2.64  0.081
C53 -3.36 3.51 1.78  -0.654
F5 -4.64 3.73 1.96  0.167
F6 -3.18 2.49 0.91  0.101
F7 -2.70 4.55 1.27  0.146
S1 -2.55 2.99 3.35  0.574
O10 -3.45 2.03 3.90  -0.287
O11 -1.26 2.62 2.90  -0.294
N8 -2.46 4.28 4.25  -0.287
S2 -3.47 5.33 4.79  0.569
O12 -3.82 6.28 3.76  -0.272
O13 -4.45 4.70 5.61  -0.293
C54 -2.45 6.13 6.04  -0.793
F8 -3.22 6.87 6.74  0.199
F9 -1.97 5.25 6.83  0.201
F10 -1.47 6.88 5.48  0.126
C55 6.07 3.76 -2.49  -0.564
F11 7.38 4.05 -2.82  0.110
F12 5.77 4.46 -1.41  0.129
F13 5.30 4.23 -3.53  0.072
S3 5.50 1.91 -2.49  0.670
O14 4.10 2.10 -2.75  -0.310
O15 6.35 1.34 -3.52  -0.317
N9 5.69 1.16 -1.05  -0.283
S4 6.76 1.44 -0.02  0.507
O16 7.33 2.79 -0.06  -0.262
O17 6.48 0.74 1.17  -0.255
C56 8.22 0.58 -0.61  -0.645
F14 8.50 0.84 -1.95  0.060
F15 9.22 1.11 0.10  0.135
F16 8.29 -0.74 -0.59  0.139
C57 3.36 -2.88 0.62  -0.730
F17 4.05 -2.31 -0.26  0.206
F18 3.99 -3.83 1.25  0.172
F19 3.01 -2.02 1.64  0.073
S5 1.70 -3.36 -0.08  0.597
O18 1.04 -3.81 1.11  -0.292
O19 1.20 -2.16 -0.63  -0.297
N10 2.12 -4.33 -1.33  -0.281
S6 1.37 -5.73 -1.52  0.559
O20 0.28 -6.01 -0.67  -0.282
O21 1.37 -6.12 -2.91  -0.294
C58 2.67 -6.80 -0.71  -0.735
F20 2.84 -6.57 0.58  0.150
F21 2.20 -8.01 -1.00  0.122
F22 3.85 -6.77 -1.22  0.171

As for the charge: +3. The value obtained for the HOMO-LUMO gap is 9.06 eV. The HOMO energy comes out at -13.4 eV. The LUMO energy comes out at -4.384 eV. The total energy is -245630.6356 eV.



So what do the calculations give for M? Going down the list: 1031.7 1926.9 g mol⁻¹.